[1]
{
  "formula": "C3H10S",
  "method": "ωB97M-V with the def2-TZVPD basis set",
  "symbols": ["C", "C", "C", "H", "H", "H", "H", "H", "H", "H", "H", "S", "H", "H"],
  "coordinates": [[-0.3022, -0.0674, -0.3350], [0.5253, -1.4359, -0.4630], [1.9135, -1.4465, -1.0799], [0.2360, 0.5903, 0.4063], [-0.4712, 0.6416, -1.2590], [-1.3080, -0.4910, 0.0234], [0.7031, -1.7357, 0.5610], [-0.2006, -2.0763, -0.9312], [2.4528, -2.4118, -1.0104], [2.5360, -0.8877, -0.4341], [1.9093, -0.9396, -2.0800], [-3.0548, 3.8048, 2.3265], [-2.7985, 2.6984, 3.0446], [-2.1407, 3.7569, 1.2310]],
  "homo_ev": -9.76,
  "relative_energy_ev": 1.0168,
  "lumo_ev": 0.8,
  "smiles": "CCC.S",
  "orbital_gap_ev": 10.53
}

[2]
{
  "formula": "CH3F2N3",
  "method": "ωB97M-V with the def2-TZVPD basis set",
  "symbols": ["N", "C", "N", "F", "H", "N", "F", "H", "H"],
  "coordinates": [[-0.9140, -1.3790, 0.7615], [-1.4611, -0.4496, 0.2154], [-2.1103, -0.0651, -0.7396], [-2.7600, 1.1638, -0.8546], [0.1134, -1.4368, 0.7546], [1.5687, 0.6348, 0.2592], [1.5377, -0.5403, -0.5236], [1.4121, 1.2925, -0.4594], [2.6134, 0.7797, 0.5866]],
  "homo_ev": -10.30,
  "relative_energy_ev": 2.9261,
  "lumo_ev": 0.2,
  "smiles": "N=C=NF.NF",
  "orbital_gap_ev": 10.47
}

[3]
{
  "formula": "C8H7N2",
  "method": "ωB97M-V with the def2-TZVPD basis set",
  "symbols": ["C", "C", "C", "C", "C", "C", "C", "C", "N", "N", "H", "H", "H", "H", "H", "H", "H"],
  "coordinates": [[-1.4983, -1.0512, 0.9221], [-2.1123, -0.6671, -0.2968], [0.1865, 0.1863, -0.1209], [-0.1835, -0.4393, 0.9936], [-0.3684, 0.4622, -1.3550], [2.1987, 1.5695, -0.9600], [0.4075, 1.0489, -2.3770], [0.7028, -0.8071, 2.1969], [-1.5682, 0.0083, -1.2593], [1.4715, 1.5743, -1.9088], [-1.7739, -1.6989, 1.6802], [-3.1088, -0.8913, -0.6544], [2.7664, 2.3178, -0.5146], [0.1233, 1.0833, -3.5099], [0.9309, -1.8384, 1.8126], [1.7118, -0.2523, 2.1553], [0.1139, -0.6048, 3.1962]],
  "homo_ev": [-12.93, -12.80],
  "relative_energy_ev": 5.4057,
  "lumo_ev": [-6.5, -6.7],
  "orbital_gap_ev": [6.40, 6.13],
  "total_charge": 1
}

[4]
{
  "formula": "C5H14NO2",
  "method": "ωB97M-V with the def2-TZVPD basis set",
  "symbols": ["N", "C", "C", "O", "C", "C", "C", "O", "H", "H", "H", "H", "H", "H", "H", "H", "H", "H", "H", "H", "H", "H"],
  "coordinates": [[1.1899, -0.8702, 0.8050], [-0.2889, -0.5247, 0.4682], [-1.1288, -0.9012, 1.7169], [-1.0543, -2.3552, 1.7551], [-0.4329, 0.9602, 0.2883], [0.3303, 1.6674, -0.8169], [0.1329, 0.8439, -2.1259], [1.2136, 0.0141, -2.4701], [1.7520, -0.5672, -0.0277], [1.4540, -1.8303, 0.9181], [1.4394, -0.2783, 1.6009], [-0.5392, -1.1666, -0.3935], [-0.5768, -0.6342, 2.6033], [-2.0880, -0.5001, 1.8745], [-1.8552, -2.8703, 2.2475], [-0.1968, 1.3250, 1.3025], [-1.5644, 1.3009, 0.1833], [-0.0237, 2.7389, -0.8941], [1.4332, 1.5670, -0.7466], [-0.1548, 1.3758, -3.0166], [-0.6453, 0.2485, -1.9694], [1.6040, 0.4566, -3.3031]],
  "homo_ev": -14.18,
  "relative_energy_ev": 2.7578,
  "lumo_ev": -3.1,
  "smiles": "[NH3+][C@@H](CO)CCCO",
  "orbital_gap_ev": 11.07,
  "total_charge": 1
}

[5]
{
  "formula": "C28H77N7O7",
  "method": "ωB97M-V with the def2-TZVPD basis set",
  "symbols": ["C", "O", "C", "C", "C", "N", "H", "H", "H", "H", "H", "H", "H", "H", "H", "H", "H", "C", "O", "C", "C", "C", "N", "H", "H", "H", "H", "H", "H", "H", "H", "H", "H", "H", "C", "O", "C", "C", "C", "N", "H", "H", "H", "H", "H", "H", "H", "H", "H", "H", "H", "C", "O", "C", "C", "C", "N", "H", "H", "H", "H", "H", "H", "H", "H", "H", "H", "H", "C", "O", "C", "C", "C", "N", "H", "H", "H", "H", "H", "H", "H", "H", "H", "H", "H", "C", "O", "C", "C", "C", "N", "H", "H", "H", "H", "H", "H", "H", "H", "H", "H", "H", "C", "O", "C", "C", "C", "N", "H", "H", "H", "H", "H", "H", "H", "H", "H", "H", "H"],
  "coordinates": [[4.1129, -6.0463, 12.1950], [4.0215, -7.4666, 12.0221], [4.1064, -8.2555, 13.1583], [4.3845, -9.7346, 12.6087], [4.2056, -10.7710, 13.7282], [5.7786, -9.9052, 12.2322], [3.1671, -5.5094, 12.2677], [4.5084, -5.6213, 11.2725], [4.7539, -5.6684, 12.9915], [4.8316, -7.8861, 13.8833], [3.2538, -8.3466, 13.8312], [3.7568, -9.9796, 11.7519], [3.3873, -10.3873, 14.3375], [5.0244, -11.1713, 14.3261], [3.7511, -11.6929, 13.3653], [5.6940, -10.6816, 11.5918], [5.9852, -9.1904, 11.5491], [1.8495, -11.4741, 23.2927], [2.8499, -11.1142, 22.2814], [3.6805, -10.0656, 22.6639], [4.9653, -9.9699, 21.7436], [5.9571, -8.8943, 22.2161], [4.6136, -9.7284, 20.3719], [1.0720, -10.7843, 23.6210], [2.3469, -11.8024, 24.2054], [1.3019, -12.3825, 23.0413], [3.1128, -9.1361, 22.6207], [4.0946, -10.1443, 23.6691], [5.4548, -10.9402, 21.8268], [6.6672, -8.6049, 21.4413], [6.6486, -9.2042, 22.9996], [5.4173, -7.9590, 22.3641], [4.2604, -8.8004, 20.1874], [3.8816, -10.4031, 20.2012], [12.0211, 4.2167, 30.7397], [10.9749, 4.5995, 29.8654], [9.9982, 3.6070, 29.7161], [8.9262, 4.0724, 28.7663], [7.9338, 2.9308, 28.4263], [9.6329, 4.5915, 27.5643], [12.7534, 3.5864, 30.2353], [11.5788, 3.8604, 31.6701], [12.6043, 5.1287, 30.8672], [10.5838, 2.7479, 29.3888], [9.6184, 3.3501, 30.7049], [8.3471, 4.8249, 29.3014], [7.2534, 2.7152, 29.2501], [8.4841, 2.0034, 28.2674], [7.3048, 3.0539, 27.5446], [8.8721, 5.0091, 27.0476], [10.1583, 5.3655, 27.9451], [1.0473, -4.9980, 19.5886], [0.7140, -5.3385, 20.9579], [0.5323, -4.2916, 21.8775], [0.0646, -4.9538, 23.2531], [-1.5321, -5.0982, 23.2117], [0.2782, -4.0826, 24.4177], [2.0804, -4.6509, 19.5728], [0.4023, -4.2640, 19.1055], [1.1212, -5.8710, 18.9401], [1.5392, -3.9620, 22.1336], [-0.1905, -3.5453, 21.5479], [0.5639, -5.9108, 23.4040], [-1.6438, -5.8799, 22.4603], [-2.1608, -4.2585, 22.9153], [-2.0592, -5.5691, 24.0415], [1.1751, -3.6189, 24.3893], [-0.3557, -3.2994, 24.4871], [6.0256, -1.9083, 18.2566], [5.3438, -1.3132, 19.3499], [6.0717, -1.2313, 20.5326], [5.3102, -0.2937, 21.5117], [5.5821, 1.1810, 21.1050], [5.9316, -0.4330, 22.8144], [6.2201, -2.9680, 18.4217], [7.0090, -1.4866, 18.0484], [5.3922, -1.7131, 17.3912], [6.2985, -2.2042, 20.9686], [7.0516, -0.7793, 20.3791], [4.2264, -0.3941, 21.4543], [5.1744, 1.3911, 20.1162], [6.6421, 1.4196, 21.0180], [5.1998, 1.9007, 21.8289], [6.9254, -0.2531, 22.8217], [5.5716, 0.1982, 23.5159], [3.7296, 7.3728, 29.1001], [3.6123, 7.2836, 27.7167], [4.0300, 8.4324, 26.9726], [5.4538, 8.1695, 26.6297], [6.3099, 9.4264, 26.1607], [5.6330, 7.0344, 25.6281], [3.3388, 6.4624, 29.5546], [3.1176, 8.2041, 29.4503], [4.7094, 7.6854, 29.4610], [3.5591, 8.5128, 25.9928], [3.9765, 9.3561, 27.5489], [5.8753, 7.7047, 27.5210], [5.6333, 10.0001, 25.5273], [7.1915, 9.0875, 25.6167], [6.5621, 10.1005, 26.9793], [5.1252, 7.4283, 24.8489], [5.0178, 6.3043, 25.9577], [13.4163, 3.1365, 21.3032], [13.0400, 1.8118, 21.1603], [11.7457, 1.4689, 21.6713], [11.8737, 0.9455, 23.0588], [12.0667, -0.5632, 23.1722], [10.6466, 1.2225, 23.9063], [14.4425, 3.4036, 21.0507], [13.4507, 3.4892, 22.3340], [12.7165, 3.7636, 20.7508], [11.1206, 2.3565, 21.5737], [11.3424, 0.6431, 21.0851], [12.6600, 1.4380, 23.6309], [13.0255, -0.7748, 22.6990], [11.2504, -1.1027, 22.6918], [12.1930, -0.7650, 24.2359], [10.3956, 2.2001, 23.9434], [10.7054, 0.9115, 24.8654]],
  "homo_ev": -8.83,
  "relative_energy_ev": 5.1508,
  "lumo_ev": 0.5,
  "smiles": "COC[C@H](C)N.COC[C@H](C)N.COC[C@H](C)N.COC[C@H](C)N.COC[C@H](C)N.COC[C@H](C)N.COC[C@H](C)N",
  "orbital_gap_ev": 9.34
}

[6]
{
  "formula": "C24H25BCrF2N2O5P",
  "method": "ωB97M-V with the def2-TZVPD basis set",
  "symbols": ["Cr", "O", "C", "C", "N", "C", "C", "O", "O", "C", "C", "O", "O", "H", "H", "H", "H", "H", "H", "H", "H", "H", "N", "C", "C", "C", "C", "C", "C", "P", "C", "C", "C", "C", "C", "C", "C", "C", "C", "C", "C", "C", "H", "H", "H", "H", "H", "H", "H", "H", "H", "H", "H", "H", "H", "H", "H", "H", "F", "B", "F"],
  "coordinates": [[-1.3263, -0.6001, -0.6505], [-3.1042, -1.8109, -1.0259], [-4.0351, -2.2373, -0.0141], [-4.2807, -1.1254, 0.9883], [-2.9992, -0.6734, 1.4819], [-2.9129, 0.7375, 1.8078], [-2.9240, 1.5831, 0.5454], [-3.5143, 2.6377, 0.4807], [-2.2100, 1.0879, -0.4432], [-2.3841, -1.5145, 2.4887], [-0.8608, -1.4580, 2.3567], [-0.1513, -1.6580, 3.3257], [-0.4423, -1.2384, 1.1521], [-3.5501, -1.2300, -1.6648], [-3.5769, -3.1060, 0.4573], [-4.9575, -2.5660, -0.4962], [-4.9523, -1.4863, 1.7824], [-4.7919, -0.2948, 0.4941], [-1.9427, 0.9032, 2.2864], [-3.6959, 1.0788, 2.4952], [-2.6626, -2.5570, 2.3076], [-2.6921, -1.2712, 3.5120], [-0.1370, -2.3289, -1.1580], [1.3017, -2.2728, -0.8969], [2.0547, -3.4308, -1.0094], [3.4181, -3.3959, -0.7594], [4.0289, -2.2000, -0.4109], [3.2741, -1.0425, -0.3177], [1.9007, -1.0690, -0.5426], [0.8719, 0.4265, -0.5252], [0.9846, 1.2910, 1.0544], [1.6442, 0.7661, 2.1585], [1.6299, 1.4539, 3.3636], [0.9578, 2.6622, 3.4671], [0.2861, 3.1830, 2.3676], [0.2936, 2.4985, 1.1622], [1.7663, 1.4884, -1.7047], [1.8946, 1.0614, -3.0250], [2.6244, 1.8034, -3.9375], [3.2380, 2.9849, -3.5407], [3.1222, 3.4135, -2.2284], [2.3935, 2.6668, -1.3114], [-0.2953, -2.6641, -2.1036], [-0.5440, -3.0117, -0.5226], [1.5718, -4.3605, -1.2851], [4.0032, -4.3021, -0.8409], [5.0931, -2.1685, -0.2200], [3.7549, -0.1029, -0.0724], [2.1164, -0.2046, 2.1006], [2.1215, 1.0282, 4.2276], [0.9422, 3.1935, 4.4099], [-0.2587, 4.1142, 2.4489], [-0.2546, 2.8993, 0.3170], [1.4222, 0.1439, -3.3499], [2.7079, 1.4593, -4.9596], [3.8049, 3.5666, -4.2559], [3.6000, 4.3312, -1.9120], [2.3161, 3.0160, -0.2901], [-3.0337, -0.1330, -3.1093], [-1.7275, -0.1350, -2.7167], [-0.9215, 0.1694, -3.7391]],
  "homo_ev": [-8.36, -8.65],
  "relative_energy_ev": 2.0224,
  "spin_multiplicity": 4,
  "s_squared": 3.8118,
  "lumo_ev": [0.0, 0.1],
  "orbital_gap_ev": [8.40, 8.73]
}